# 1
{"formula": "C6H12N3", "method": "wB97M-V/def2-TZVPD", "species": ["C", "C", "C", "C", "C", "C", "N", "N", "N", "H", "H", "H", "H", "H", "H", "H", "H", "H", "H", "H", "H"], "positions_angstrom": [[1.01747, -1.22441, 0.08875], [-2.29267, -0.23327, 0.37582], [2.26263, -0.63858, -0.36869], [2.28590, 0.81229, 0.11442], [0.93129, 1.45559, -0.00539], [-0.10360, 0.50761, 0.52453], [0.42413, -2.27358, 0.03623], [-3.45264, -0.38881, -0.31188], [-1.29602, 0.34248, -0.15067], [-2.30158, -0.38420, 1.46653], [3.29865, -1.17928, -0.03308], [2.31711, -0.83908, -1.43348], [2.67146, 0.71392, 1.15110], [3.02590, 1.42522, -0.34580], [0.94598, 2.40193, 0.40841], [0.58671, 1.56737, -1.18441], [-0.38659, 0.54314, 1.51727], [-0.60885, -2.34409, 0.43290], [-4.12070, -1.05737, -0.09955], [-3.79335, 0.19414, -1.07354], [-1.41125, 0.59898, -1.10947]], "nbo_charge": [0.43, 0.33, -0.54, -0.40, -0.40, -0.13, -0.58, -0.78, -0.45, 0.23, 0.28, 0.27, 0.22, 0.24, 0.24, 0.18, 0.20, 0.37, 0.42, 0.42, 0.42], "charge": 1, "relative_energy_kcal_mol": 84.2, "fmax_ev_per_a": 4.3, "e_tot_ev": -10877.6673, "homo_ha": [-0.4458, -0.4458]}

=====

# 2
{"formula": "C6H12N3O", "method": "wB97M-V/def2-TZVPD", "species": ["O", "C", "C", "C", "C", "N", "C", "N", "C", "N", "H", "H", "H", "H", "H", "H", "H", "H", "H", "H", "H", "H"], "positions_angstrom": [[3.35198, -0.86451, 0.02322], [2.15877, -0.14761, 0.56734], [1.88195, 1.20020, -0.36391], [0.32503, 1.35650, -0.85706], [-0.78069, 1.27838, 0.38715], [-1.57103, -0.01878, 0.12743], [-1.46540, -1.24050, 1.01330], [-2.38220, -2.20331, 0.29135], [-2.95426, -1.48409, -0.91619], [-2.40050, -0.07186, -0.98535], [4.11010, -0.19541, 0.15627], [1.25530, -0.92008, 0.48615], [2.35812, 0.12090, 1.70987], [2.24216, 2.19430, 0.15763], [2.52489, 1.02460, -1.35396], [0.11125, 0.46647, -1.62207], [0.14657, 2.35226, -1.48352], [-1.51133, 2.22100, 0.38676], [-0.28050, 1.26813, 1.44960], [-0.81172, -1.33916, 1.97995], [-2.59888, -3.17956, 0.59195], [-3.70961, -1.81785, -1.74591]], "nbo_charge": [-0.71, -0.09, -0.46, -0.43, -0.25, -0.15, 0.21, -0.53, 0.18, -0.15, 0.47, 0.16, 0.19, 0.23, 0.25, 0.23, 0.25, 0.27, 0.25, 0.31, 0.48, 0.30], "charge": 1, "smiles": "OCCCCn1c[nH+]cn1", "relative_energy_kcal_mol": 174.9, "fmax_ev_per_a": 7.6, "e_tot_ev": -12921.9329, "homo_ha": -0.4871}

=====

# 3
{"formula": "C6H12N3S", "method": "wB97M-V/def2-TZVPD", "species": ["C", "C", "C", "C", "C", "C", "N", "N", "N", "S", "H", "H", "H", "H", "H", "H", "H", "H", "H", "H", "H", "H"], "positions_angstrom": [[2.62685, -0.82503, 0.60864], [1.42419, -0.30280, 0.99838], [1.98917, 0.35547, -1.08731], [-0.74217, -2.12600, -0.19697], [-1.82371, -1.06638, -0.32468], [-0.23369, 1.17085, -0.22672], [2.94684, -0.44156, -0.68757], [1.05445, 0.53999, -0.06277], [-0.20152, 2.67381, -0.17110], [-1.54608, 0.51108, 0.62025], [3.34533, -1.48801, 1.08107], [1.03730, -0.49671, 1.92373], [1.97404, 0.94338, -2.01086], [-0.76785, -2.53891, 0.72789], [-1.04518, -3.05688, -0.78854], [0.33691, -1.88203, -0.32558], [-2.77625, -1.51996, 0.07147], [-1.83822, -0.79605, -1.39875], [-0.65016, 0.62086, -2.06782], [-1.27929, 2.98791, -0.27614], [0.16752, 3.42762, 0.56840], [0.19910, 3.04979, -1.00041]], "nbo_charge": [-0.07, -0.11, 0.17, -0.65, -0.49, 0.06, -0.39, -0.47, -0.77, 0.32, 0.24, 0.25, 0.22, 0.22, 0.25, 0.23, 0.27, 0.24, 0.09, 0.47, 0.48, 0.45], "charge": 1, "relative_energy_kcal_mol": 123.3, "fmax_ev_per_a": 5.0, "e_tot_ev": -21710.1594, "homo_ha": [-0.4659, -0.4659]}

=====

# 4
{"formula": "C6H12N4", "method": "wB97M-V/def2-TZVPD", "species": ["C", "C", "C", "C", "C", "C", "N", "N", "N", "N", "H", "H", "H", "H", "H", "H", "H", "H", "H", "H", "H", "H"], "positions_angstrom": [[-0.77458, 0.25852, -0.64953], [0.31534, -0.14030, -1.47531], [-1.22758, -0.15654, 1.76819], [1.81215, -0.13645, -3.65544], [-0.84040, -0.02476, 4.23179], [-0.78973, 0.69858, 2.89185], [-0.71993, 0.48718, -3.41036], [-0.92088, -0.00857, 0.57205], [1.70463, -0.47732, -4.85833], [0.24159, 0.12370, -2.75882], [-1.54881, 0.85691, -1.13270], [1.18039, -0.64158, -1.07700], [-1.85727, -1.01038, 2.03179], [2.73387, 0.08102, -3.13189], [-0.20038, -0.90319, 4.23249], [-1.85427, -0.33115, 4.47745], [-0.49135, 0.64325, 5.01440], [0.20057, 1.11866, 2.69511], [-1.48610, 1.54938, 2.92059], [-0.66464, 0.93320, -4.31349], [2.50064, -0.58959, -5.49801], [0.78908, -0.69237, -5.27433]], "nbo_charge": [0.03, 0.10, 0.31, 0.34, -0.61, -0.49, -0.26, -0.22, -0.65, -0.16, 0.27, 0.25, 0.25, 0.26, 0.23, 0.23, 0.26, 0.25, 0.28, 0.39, 0.48, 0.45], "charge": 2, "relative_energy_kcal_mol": 68.1, "spin_multiplicity": 3, "fmax_ev_per_a": 10.2, "e_tot_ev": -12353.3942, "homo_ha": [-0.5497, -0.6747]}

=====

# 5
{"formula": "C6H12N4O4", "method": "wB97M-V/def2-TZVPD", "species": ["C", "N", "O", "O", "H", "H", "H", "C", "N", "O", "O", "H", "H", "H", "C", "C", "N", "H", "H", "H", "C", "C", "N", "H", "H", "H"], "positions_angstrom": [[2.56105, -1.26915, 1.31910], [1.73873, -2.56396, 1.16588], [2.36717, -3.58222, 0.96403], [0.51408, -2.51258, 1.21786], [1.86472, -0.42214, 1.52441], [3.02311, -0.98152, 0.43660], [3.22658, -1.45196, 2.22468], [1.75988, 2.94298, -1.35758], [2.35762, 1.58013, -1.16626], [3.57228, 1.48823, -1.35054], [1.69511, 0.64684, -0.73524], [2.60055, 3.55767, -1.41177], [1.03139, 3.16203, -0.54619], [1.26434, 2.74308, -2.32521], [-2.95282, -2.82815, 0.78420], [-3.16605, -2.27891, -0.51058], [-3.36857, -1.80982, -1.53275], [-3.64377, -3.59832, 1.09013], [-3.05506, -2.01835, 1.50987], [-1.90030, -3.17493, 0.84504], [-2.24249, 1.95350, -0.71994], [-1.45002, 2.26579, 0.42494], [-0.68532, 2.42770, 1.27478], [-1.55231, 2.02991, -1.59510], [-3.04125, 2.75557, -0.87505], [-2.51864, 0.93856, -0.65531]], "nbo_charge": [-0.49, 0.54, -0.37, -0.40, 0.24, 0.25, 0.23, -0.48, 0.53, -0.39, -0.39, 0.24, 0.26, 0.23, -0.74, 0.30, -0.35, 0.26, 0.26, 0.28, -0.73, 0.30, -0.36, 0.25, 0.26, 0.27], "smiles": "C[N+](=O)[O-].C[N+](=O)[O-].CC#N.CC#N", "relative_energy_kcal_mol": 120.1, "fmax_ev_per_a": 3.8, "e_tot_ev": -20560.1200, "homo_ha": -0.4050}

=====

# 6
{"formula": "C6H12N5", "method": "wB97M-V/def2-TZVPD", "species": ["C", "C", "C", "C", "C", "C", "N", "N", "N", "N", "N", "H", "H", "H", "H", "H", "H", "H", "H", "H", "H", "H", "H"], "positions_angstrom": [[0.36823, 1.30473, -0.52739], [0.25206, -0.97012, -0.31448], [3.37990, 0.29730, -0.64000], [-3.22117, 0.45451, 0.67624], [2.31459, 0.11833, 0.43489], [-2.76249, -0.16442, -0.63578], [-0.88468, 1.23527, -0.77961], [-0.21876, -3.27206, -0.36253], [0.12320, -2.14414, -0.06926], [0.97454, 0.12069, -0.14854], [-1.44587, 0.14753, -1.04132], [0.90477, 2.23321, -0.49950], [3.32236, -0.49782, -1.37943], [4.36178, 0.26504, -0.17597], [3.27207, 1.25401, -1.14366], [-3.18162, 1.53998, 0.61886], [-2.59083, 0.12621, 1.50027], [-4.24286, 0.15472, 0.88620], [2.36692, 0.93134, 1.16364], [2.45970, -0.82936, 0.95792], [-3.40500, 0.17888, -1.46168], [-2.84395, -1.25615, -0.63664], [-0.34668, -3.90579, 0.42725]], "nbo_charge": [0.23, 0.44, -0.62, -0.64, -0.21, -0.28, -0.14, -0.28, -0.05, -0.37, -0.03, 0.25, 0.23, 0.25, 0.22, 0.23, 0.21, 0.24, 0.23, 0.23, 0.27, 0.24, 0.36], "charge": 1, "relative_energy_kcal_mol": 92.0, "fmax_ev_per_a": 3.0, "e_tot_ev": -13855.2663, "homo_ha": [-0.4808, -0.4809]}

=====

# 7
{"formula": "C6H12N6O2S", "method": "wB97M-V/def2-TZVPD", "species": ["C", "N", "N", "N", "N", "C", "N", "C", "C", "C", "C", "S", "N", "O", "O", "H", "H", "H", "H", "H", "H", "H", "H", "H", "H", "H", "H"], "positions_angstrom": [[-0.66524, 2.17364, -1.71083], [-0.67903, 1.25177, -0.56526], [-0.05704, 1.31594, 0.56536], [0.76734, 2.18215, 0.83035], [1.21127, 2.19860, 2.12681], [-1.11543, -0.00517, -0.91814], [-2.49083, -0.13675, -0.39060], [-2.72720, -0.81093, 0.68270], [-1.71568, -1.40544, 1.46191], [-0.44674, -1.55641, 1.05175], [-0.10959, -1.26015, -0.34210], [1.68864, -0.79195, -0.38202], [2.20319, -2.37923, -0.80266], [2.14871, 0.12182, -1.43293], [2.25805, -0.47166, 0.92160], [-0.18371, 1.72741, -2.60526], [-1.61396, 2.49060, -2.10198], [-0.05685, 3.11048, -1.42136], [1.46002, 1.27878, 2.59040], [1.91764, 2.84223, 2.39657], [-1.38200, -0.12876, -2.00070], [-3.80092, -0.70632, 1.03299], [-2.09398, -1.48110, 2.55487], [0.25959, -2.07515, 1.63176], [-0.35519, -2.14188, -1.10708], [2.52317, -2.63746, -1.72008], [3.05575, -2.70506, -0.34607]], "nbo_charge": [-0.45, -0.28, -0.08, -0.06, -0.65, 0.13, -0.39, 0.06, -0.26, -0.16, -0.50, 2.23, -1.11, -0.92, -0.93, 0.20, 0.21, 0.24, 0.37, 0.37, 0.23, 0.20, 0.23, 0.23, 0.29, 0.40, 0.40], "smiles": "CN(/N=N/N)[C@@H]1N=CC=C[C@@H]1S(N)(=O)=O", "relative_energy_kcal_mol": 17.1, "fmax_ev_per_a": 4.6, "e_tot_ev": -30281.3238, "homo_ha": -0.2911}

=====

# 8
{"formula": "C6H12N8", "method": "wB97M-V/def2-TZVPD", "species": ["C", "C", "C", "C", "C", "C", "N", "N", "N", "N", "N", "N", "N", "N", "H", "H", "H", "H", "H", "H", "H", "H", "H", "H", "H", "H"], "positions_angstrom": [[-2.99139, -1.07203, 0.27734], [-0.74049, -0.46036, 0.32264], [-1.64261, -1.51335, 0.19169], [-0.93411, 0.85217, -0.13189], [-3.26099, 0.21907, -0.12355], [1.95318, 0.75980, 0.15569], [-0.09629, 1.90287, -0.11355], [1.19376, 1.85721, 0.18166], [-2.28526, 1.16561, -0.38274], [-1.20354, -2.74418, 0.31905], [-4.51325, 0.52153, -0.41628], [4.96602, -1.31812, -0.33031], [2.86016, 0.08749, -0.13857], [1.56463, 3.11439, 0.50511], [-3.73699, -1.67326, 0.55674], [-2.36363, 2.14917, -0.53927], [-1.86824, -3.37993, 0.72124], [-0.32081, -3.13778, 0.03373], [-5.30537, -0.02351, -0.16062], [-4.85713, 1.12780, -1.10611], [5.40512, -2.14967, 0.10616], [5.09230, -1.55479, -1.30703], [3.88348, -1.04677, -0.35727], [2.57245, 3.26949, 0.44550], [1.08347, 3.69360, 1.15621], [5.54555, -0.64645, 0.13441]], "nbo_charge": [-0.31, 0.04, 0.18, 0.22, 0.48, 0.52, -0.18, -0.05, -0.53, -0.72, -0.74, -0.93, -0.43, -0.58, 0.24, 0.45, 0.41, 0.43, 0.42, 0.43, 0.45, 0.45, 0.47, 0.40, 0.42, 0.45], "charge": 2, "relative_energy_kcal_mol": 99.6, "fmax_ev_per_a": 4.8, "e_tot_ev": -18315.6112, "homo_ha": [-0.5509, -0.5396]}